--- P ---
Density functional theory data (ωB97M-V with the def2-TZVPD basis set) for a cluster of 2 separate species, C4H12N2 in total.

Spin multiplicity ... 1
M ... 88.15 g mol⁻¹
SMILES ... C/N=C\N.CC

Geometry (Å):
H (-1.2507, 1.7705, 1.6046)
H (-2.8174, -0.0925, -0.8237)
C (1.2077, -1.5582, 0.3089)
H (1.7921, -1.1690, 1.1440)
C (-0.4303, 1.9973, -0.2177)
H (-2.9799, 1.1847, 0.4183)
C (-2.2671, 0.5585, -0.1587)
H (-1.7723, -0.0944, 0.5752)
C (2.0389, -1.9948, -0.9119)
H (2.6118, -1.1853, -1.4088)
H (0.6781, -2.4588, 0.6592)
N (-0.6942, 2.4581, 1.0514)
H (2.7460, -2.7702, -0.6278)
H (0.1003, 2.8998, 1.5809)
H (0.4865, 2.4145, -0.6532)
N (-1.2782, 1.3050, -0.9070)
H (1.3782, -2.4515, -1.6721)
H (0.4506, -0.8138, 0.0384)

--- Q ---
Density functional theory data (ωB97M-V with the def2-TZVPD basis set) for the molecule C4H12N2.

Spin multiplicity ... 1
M ... 88.15 g mol⁻¹
SMILES ... CC(C)N(C)N

Geometry (Å):
C (0.6438, 0.0165, -1.6284)
H (1.4614, 1.8842, 0.0734)
N (-0.4977, 0.0902, 1.9392)
N (0.3018, 0.3045, 0.7883)
H (-1.4865, 0.2934, 1.7625)
H (0.6920, 1.0696, -1.8893)
H (-0.8649, -2.1489, -1.2382)
H (0.4023, -2.2197, -0.0063)
C (-0.2887, -0.2280, -0.4437)
H (-0.4067, -0.8769, 2.2303)
H (-1.2848, -1.9494, 0.4562)
H (0.8418, 2.0537, 1.7212)
H (1.6429, -0.3344, -1.3841)
C (-0.5263, -1.7320, -0.2933)
H (-0.2499, 2.3155, 0.3416)
H (0.2829, -0.5292, -2.4971)
C (0.5990, 1.7225, 0.7145)
H (-1.2624, 0.2683, -0.6467)

--- R ---
Density functional theory data (ωB97M-V with the def2-TZVPD basis set) for a cluster of 2 separate species, C4H12N2 in total.

Spin multiplicity ... 1
M ... 88.15 g mol⁻¹

Geometry (Å):
C (0.4641, -1.5843, -1.2025)
H (-0.3189, -1.6388, 0.8242)
H (-0.3363, -2.1902, -1.6344)
C (0.9871, 0.0754, 0.6554)
H (-1.6960, 0.2867, -1.6611)
H (-1.1113, 2.1477, 0.5207)
H (0.7620, -0.8464, -1.9538)
H (1.1545, 0.8825, -0.0721)
H (1.9735, -0.3980, 0.8123)
H (0.1704, -0.0220, 2.5415)
C (0.0196, -0.9146, 0.0747)
H (-0.6750, 2.3220, -1.1194)
H (1.1532, 1.2601, 2.3380)
H (1.3257, -2.2512, -1.0489)
H (-1.3492, -0.2686, 0.0972)
N (-1.2471, 1.8428, -0.4332)
N (0.4463, 0.6959, 1.8796)
C (-1.7226, 0.6009, -0.6182)

The relative energies come out as P 0.0; Q 18.5; R 266.2, with values in kJ/mol.

--- P ---
Density functional theory data (ωB97M-V with the def2-TZVPD basis set) for a cluster of 2 separate species, C4H12N2 in total.

Spin multiplicity ... 1
M ... 88.15 g mol⁻¹
SMILES ... C=C(C)N.CN

Geometry (Å):
H (1.2570, -0.3788, -1.6549)
N (-1.3533, -0.6286, -0.9676)
H (-1.5743, 1.4447, 1.7027)
H (-0.0273, -0.3557, 2.1280)
H (2.7792, -1.0877, -1.0378)
H (-1.3840, -1.6404, -0.9907)
H (2.7471, 0.5416, -1.7566)
H (-1.8590, 1.8610, 0.0009)
C (-0.1859, -0.7314, 1.1308)
H (-2.1511, -0.2324, -1.4410)
H (0.1495, -1.7380, 0.9238)
H (-2.9494, 0.7509, 0.8269)
C (2.2008, -0.1701, -1.1373)
C (-1.9029, 1.0600, 0.7398)
H (1.3043, 1.2082, 0.1229)
N (1.9830, 0.4191, 0.1779)
H (2.0022, -0.2449, 0.9468)
C (-1.0358, -0.0775, 0.2852)

--- Q ---
Density functional theory data (ωB97M-V with the def2-TZVPD basis set) for a cluster of 3 separate species, C4H12N2 in total.

Spin multiplicity ... 1
M ... 88.15 g mol⁻¹

Geometry (Å):
N (3.1360, -0.6015, 0.0210)
C (-0.6969, 0.1094, -0.6189)
H (-0.8138, 1.0353, -1.1938)
H (-1.8144, -0.3640, -0.4533)
C (-0.1138, 0.4093, 0.7316)
H (1.9713, -2.2898, -0.3084)
H (1.9225, -0.6817, -1.4216)
H (1.4487, 1.5510, 1.5641)
H (0.3957, -0.4765, 1.1278)
H (1.7245, 0.9834, -0.0575)
C (2.3077, -1.2757, -0.5327)
H (-0.3321, -0.7028, -1.2531)
N (-2.9852, -0.7040, 0.1911)
H (-3.3213, -1.6114, -0.1095)
C (0.9909, 1.4380, 0.5803)
H (-0.9191, 0.6299, 1.4355)
H (-3.4936, 0.1092, -0.1383)
H (0.5930, 2.4423, 0.4356)

The relative energies come out as P 0.0; Q 646.5, with values in kJ/mol.

--- P ---
Density functional theory data (ωB97M-V with the def2-TZVPD basis set) for the molecule C4H12N2.

Spin multiplicity ... 1
M ... 88.15 g mol⁻¹
SMILES ... CC(C)NCN

Geometry (Å):
H (1.6835, -0.2077, -1.2642)
N (-0.0206, 0.6336, -0.4153)
H (-0.8013, 1.2229, -0.6507)
C (-0.1078, -0.1464, 0.8229)
H (0.1597, -0.9395, -1.8239)
N (0.7757, 0.8819, -2.6605)
H (-1.0265, -2.0854, 0.9540)
C (0.6529, 0.0051, -1.5574)
C (0.3737, 0.4481, 2.1400)
H (1.6541, 0.8309, -3.1427)
H (0.6634, -0.8786, 0.5411)
H (-1.9434, -0.9183, 0.0076)
H (-1.9573, -0.7557, 1.7731)
H (-0.2711, 0.1005, 2.9696)
H (-0.0110, 0.8991, -3.2911)
C (-1.3412, -1.0417, 0.9142)
H (1.4569, 0.4467, 2.4655)
H (0.0605, 1.5045, 2.2175)

--- Q ---
Density functional theory data (ωB97M-V with the def2-TZVPD basis set) for a cluster of 2 separate species, C4H12N2 in total.

Spin multiplicity ... 1
M ... 88.15 g mol⁻¹
SMILES ... C=NC.CCN

Geometry (Å):
C (1.0361, 0.5806, 2.0054)
H (0.2259, -0.2940, 0.2682)
C (-0.6103, 0.0167, -2.7334)
H (0.3981, -0.0557, -3.1502)
H (-2.5122, -1.3876, -0.6326)
H (0.6227, 0.3130, 2.9868)
H (2.1969, -1.2114, 1.9178)
N (-0.9003, -0.6461, -1.7015)
H (1.1622, 1.6564, 1.9571)
C (-2.3092, -0.5586, -1.3055)
H (-2.5619, 0.3997, -0.8338)
N (-0.0956, 0.1050, 1.1529)
H (3.1098, 0.4022, 2.3233)
H (-0.6543, 0.8774, 0.7921)
C (2.3370, -0.1384, 1.7699)
H (-2.9754, -0.7065, -2.1727)
H (-1.1667, 0.7144, -3.3785)
H (2.6971, -0.0672, 0.7347)

--- R ---
Density functional theory data (ωB97M-V with the def2-TZVPD basis set) for a structure of composition C4H12N2.

Spin multiplicity ... 1
M ... 88.15 g mol⁻¹

Geometry (Å):
H (-1.0029, -0.7683, 0.8612)
H (-1.9072, 0.3249, -2.9204)
H (2.8827, -0.3797, 0.4066)
H (1.5427, 1.3716, 1.3161)
C (2.1969, -0.6011, -0.3981)
H (-2.2726, 1.1491, 0.9862)
N (0.9103, 0.5896, 1.3156)
H (0.6892, 0.8708, -0.7552)
H (0.0223, 0.9652, 1.6131)
C (-0.3683, -0.8651, -0.1883)
H (-0.2008, -1.7445, -0.7807)
C (0.8469, 0.0508, -0.0507)
N (-1.9288, 1.0067, 0.0416)
H (2.6198, -0.2025, -1.2982)
H (-2.4478, -0.9204, -0.5542)
H (2.0848, -1.6725, -0.4769)
C (-1.6229, -0.2536, -0.2346)
H (-1.2328, 0.2720, -2.6172)

The relative energies come out as P 0.0; Q 42.0; R 360.5, with values in kJ/mol.

--- P ---
Density functional theory data (ωB97M-V with the def2-TZVPD basis set) for the molecule C4H12N2.

Spin multiplicity ... 1
M ... 88.15 g mol⁻¹
SMILES ... CN(C)CCN

Geometry (Å):
H (2.3753, -0.9939, 0.8292)
H (-0.3146, -1.5745, 0.6218)
H (1.6923, 1.7437, -0.9214)
C (-0.2120, -0.4655, 0.7341)
H (-1.6075, 1.2563, 0.6482)
H (2.8041, -0.4972, -0.8573)
H (1.6167, -1.9249, -0.5826)
H (-2.4898, -1.1074, -0.8309)
H (-2.2136, -0.1529, 1.3545)
C (1.1050, 1.3847, -0.0923)
N (-2.1718, -0.1212, -0.7747)
H (0.0341, -0.2793, 1.7879)
N (0.7913, -0.0243, -0.2106)
C (-1.6023, 0.1452, 0.5083)
H (0.1028, 1.9069, -0.0165)
H (-1.4684, 0.0424, -1.4861)
C (1.9538, -0.9004, -0.2317)
H (1.6655, 1.6154, 0.8401)

--- Q ---
Density functional theory data (ωB97M-V with the def2-TZVPD basis set) for a structure of composition C4H12N2.

Spin multiplicity ... 1
M ... 88.15 g mol⁻¹

Geometry (Å):
N (-2.6612, -0.4366, 0.1359)
H (2.7788, 1.0454, -0.0410)
H (-0.7874, -0.5237, 1.3005)
H (-1.1490, 0.1012, -1.5440)
C (-1.3265, 0.0351, 0.5380)
C (-0.4387, -0.0401, -0.7387)
H (1.6170, 0.3541, 1.0969)
N (1.6745, -0.7361, 0.8804)
H (-1.4183, 1.0817, 0.8136)
H (2.3770, -0.7319, 1.6247)
C (0.7243, 0.9246, -0.8060)
H (2.5122, -0.1801, -1.1206)
H (-0.1377, -1.0761, -0.8846)
H (-2.6770, -1.4453, 0.2310)
H (-3.4127, -0.0624, 0.7029)
H (0.6513, 1.9046, -0.3700)
H (1.0793, 1.0422, -1.8245)
C (2.0523, 0.2376, -0.2119)

The relative energies come out as P 0.0; Q 224.6, with values in kJ/mol.

--- P ---
Density functional theory data (ωB97M-V with the def2-TZVPD basis set) for the molecule C22H22N2O4.

Spin multiplicity ... 1
M ... 378.43 g mol⁻¹
SMILES ... CC(C)COc1ccc(C(=O)Nc2ccc(NC(=O)c3ccco3)cc2)cc1

Geometry (Å):
C (2.8202, 1.0082, -0.8183)
H (-9.5561, 2.0093, 0.1048)
H (2.4762, 1.9366, -1.2486)
H (7.5556, -1.1142, -1.4372)
H (-10.3269, -2.2102, -0.2039)
C (-6.9186, 0.7047, 0.0525)
N (-6.0139, -0.3144, -0.0095)
H (7.4338, -0.9914, 1.6295)
H (8.8629, 0.0237, 1.8494)
H (-1.9834, 1.8610, 0.1147)
C (6.9191, -0.3423, -0.9908)
H (6.5792, 0.3213, -1.7910)
C (-9.4785, 0.9448, 0.0318)
C (0.4848, 0.6772, -0.1021)
N (-0.4319, -0.3383, -0.0710)
C (-10.5258, 0.0023, -0.0519)
C (1.8950, 0.2024, -0.1631)
C (-3.9176, -1.4565, -0.1013)
H (1.6702, -1.6089, 0.9902)
O (5.8434, -1.0561, -0.4137)
H (-4.4578, -2.3913, -0.1623)
C (-9.9262, -1.2183, -0.1275)
C (6.9428, 1.5715, 0.6835)
C (-1.8255, -0.2655, -0.0432)
H (8.8847, -1.2917, 0.6717)
H (-0.0651, -1.2770, -0.1424)
H (8.5950, 0.8700, -0.4931)
C (-2.5269, 0.9334, 0.0560)
C (-3.9076, 0.9388, 0.0718)
C (-2.5396, -1.4613, -0.1178)
H (4.0237, -2.2589, 0.7805)
C (-8.3116, 0.2257, 0.0009)
O (-6.6521, 1.8864, 0.1395)
C (-4.6190, -0.2551, -0.0100)
C (2.3429, -0.9815, 0.4220)
H (-6.4009, -1.2467, -0.0784)
C (3.6662, -1.3479, 0.3262)
H (-4.4427, 1.8702, 0.1455)
C (7.7442, 0.4387, 0.0470)
H (-11.5771, 0.2034, -0.0557)
O (-8.5912, -1.0995, -0.0970)
C (8.2668, -0.5159, 1.1178)
H (7.5588, 2.0998, 1.4074)
O (0.2005, 1.8575, -0.1082)
H (4.8214, 1.2973, -1.4557)
H (-2.0088, -2.4008, -0.1917)
C (4.1463, 0.6416, -0.9299)
C (4.5890, -0.5510, -0.3620)
H (6.0689, 1.1816, 1.2008)
H (6.6133, 2.2873, -0.0661)

--- Q ---
Density functional theory data (ωB97M-V with the def2-TZVPD basis set) for a structure of composition C22H22N2O4.

Spin multiplicity ... 1
M ... 378.43 g mol⁻¹

Geometry (Å):
C (-3.6658, -2.0190, -0.8017)
C (-3.0861, 0.3299, -1.4682)
O (2.6464, -2.9737, -1.6214)
O (-0.0196, -1.5284, -2.5618)
H (-4.7695, 1.0788, -0.0277)
H (-4.4136, -2.1060, -1.7331)
H (2.7491, 2.5317, 4.9950)
N (-1.4241, -1.4312, -0.9401)
C (4.5388, -1.7177, -1.7882)
H (5.3412, -1.2427, -2.1920)
C (2.0563, 0.7885, 3.8865)
H (-2.3420, -1.4785, -2.4647)
C (0.9979, -1.5795, -0.5339)
C (1.4985, -0.6587, 1.9337)
C (0.1319, 2.4410, -1.5023)
C (2.3895, -1.7986, -0.9945)
H (-0.4939, 1.1842, 1.8193)
H (-2.2965, 0.9158, -1.3376)
H (-3.5655, -1.6875, 1.1155)
H (-3.3124, -3.0530, -0.3882)
O (2.2449, 1.7640, 2.0404)
C (3.5121, -0.7939, -1.1488)
C (-0.2631, -1.4566, -1.4602)
C (2.4910, 1.9296, 4.1544)
H (0.3199, 2.9378, -2.5474)
H (1.0003, -2.4924, 0.2805)
H (-5.3023, -1.3186, 0.4156)
C (-4.1020, -1.1631, 0.2205)
H (-1.1467, 4.1930, -1.0832)
H (1.7609, -0.2912, 4.8295)
C (-0.8410, 2.7678, 0.5411)
C (3.8848, -2.8554, -2.2654)
C (-0.4808, 3.0356, -0.6300)
H (-3.1298, 0.5512, 0.6899)
C (0.5467, 0.8007, 0.0646)
C (0.9591, 1.1909, -1.1596)
H (1.5150, 0.7830, -1.9766)
C (-0.3872, 1.6311, 1.0116)
H (3.0099, 3.3559, 2.5304)
H (4.3102, -3.5072, -3.0826)
C (-3.6606, 0.2682, -0.1169)
C (-2.6302, -0.9732, -1.5355)
O (1.4971, -1.7690, 2.3251)
C (1.9059, 0.5251, 2.4766)
C (2.5991, 2.6614, 3.0228)
N (1.0672, -0.4863, 0.3862)
H (-3.9380, 0.4665, -2.0775)
H (-1.4380, -1.2802, 0.1838)
H (3.4831, 0.2160, -0.5447)
H (-1.7478, 3.3143, 1.0606)

The relative energies come out as P 0.0; Q 1750.5, with values in kJ/mol.

--- P ---
Density functional theory data (ωB97M-V with the def2-TZVPD basis set) for a cluster of 2 separate species, C2H3ClS in total.

Spin multiplicity ... 1
M ... 94.57 g mol⁻¹

Geometry (Å):
H (0.0244, -2.5296, -0.1867)
Cl (-0.8686, 1.6077, 0.0915)
C (-0.3640, -1.5727, 0.0909)
C (0.7294, 1.0636, 0.0304)
H (1.1128, 1.2677, -0.8770)
H (1.2219, 1.2823, 0.8675)
S (-1.8559, -1.1190, -0.0165)

--- Q ---
Density functional theory data (ωB97M-V with the def2-TZVPD basis set) for a cluster of 2 separate species, C2H3ClS in total.

Spin multiplicity ... 1
M ... 94.57 g mol⁻¹

Geometry (Å):
C (0.1519, -0.1020, -1.6904)
C (0.0299, -0.0338, -0.2397)
Cl (-0.4257, -1.3037, -2.6264)
S (2.1994, 1.1200, -2.6744)
H (0.3562, -0.9674, 0.2380)
H (-1.0197, 0.1177, 0.0274)
H (0.6189, 0.7943, 0.1462)

The relative energies come out as P 0.0; Q 43.8, with values in kJ/mol.

--- P ---
Density functional theory data (ωB97M-V with the def2-TZVPD basis set) for a cluster of 2 separate species, C6H14NO in total.

Spin multiplicity ... 1
M ... 116.18 g mol⁻¹
Total charge ... +1

Geometry (Å):
H (0.4763, -0.3132, -0.8504)
C (0.9348, 1.9252, 1.0808)
N (-2.1542, -0.4757, -0.1959)
H (-1.9149, -2.1628, -1.4514)
C (-0.2486, 1.1449, 1.7204)
H (2.3783, 1.4879, 2.5862)
C (2.3039, 1.5529, 1.5388)
H (0.8966, 1.8652, 0.0038)
C (-0.0973, -1.0595, -1.4547)
H (-0.1741, 0.0689, 1.4796)
H (-2.8914, 0.0692, -0.6286)
H (-0.1735, 1.2599, 2.8003)
O (3.2541, 1.3346, 0.7597)
H (0.7393, 2.9697, 1.3178)
H (0.2478, -3.0421, -2.3689)
C (-1.3808, -1.2988, -1.1633)
H (-1.5238, 0.1799, 0.2916)
C (0.6929, -2.0576, -2.2980)
H (-2.5941, -1.0758, 0.5096)
H (1.6637, -2.2680, -1.8283)
H (0.7669, -1.7343, -3.3371)
H (-1.2019, 1.6293, 1.4881)

--- Q ---
Density functional theory data (ωB97M-V with the def2-TZVPD basis set) for the ion C6H14NO with charge +1.

Spin multiplicity ... 1
M ... 116.18 g mol⁻¹
Total charge ... +1
SMILES ... C=C(C)[C@H](O)[C@H](C)[NH3+]

Geometry (Å):
N (-2.0301, 0.2923, -1.3411)
C (2.1493, -0.9546, 0.8106)
H (2.2721, 1.6247, 1.7631)
H (0.9326, 2.3042, 0.7257)
H (2.6606, -1.3347, -0.0732)
H (-2.9352, 0.7233, -1.1333)
H (-1.4637, 0.8918, -1.9773)
H (0.4435, -0.9060, -1.1030)
H (1.5113, -1.7504, 1.1921)
C (0.2924, 0.0768, -0.6285)
C (1.5213, 1.4487, 1.0150)
C (1.3462, 0.2544, 0.4704)
H (-1.3725, -1.9713, 0.1857)
H (1.2617, 1.4068, -1.7160)
H (-1.0003, -1.0445, 1.6341)
H (-1.2809, 1.0822, 0.4566)
H (-2.6280, -1.0077, 0.9788)
C (-1.1741, 0.1589, -0.1199)
H (-2.1834, -0.6234, -1.7798)
C (-1.5743, -1.0413, 0.7124)
O (0.3588, 1.0821, -1.6351)
H (2.8924, -0.7124, 1.5630)

The relative energies come out as P 159.9; Q 0.0, with values in kJ/mol.

--- P ---
Density functional theory data (ωB97M-V with the def2-TZVPD basis set) for a cluster of 2 separate species, C6H14NO in total.

Spin multiplicity ... 1
M ... 116.18 g mol⁻¹
Total charge ... +1

Geometry (Å):
O (-0.1158, 1.9689, 1.1288)
H (-0.0985, -1.5299, -3.8681)
N (-1.7133, 1.9423, 3.8484)
H (2.2090, -0.3399, -1.0633)
C (0.9211, -0.1133, 0.5253)
C (1.3288, -0.8621, -0.6481)
C (0.1425, -0.9733, -1.7608)
H (1.5961, -1.2894, -3.2956)
H (-1.9393, -1.5590, -1.6650)
H (-1.2318, -1.1843, -0.0939)
H (-1.8682, 2.1480, 2.8750)
H (1.5056, -1.9170, -0.4404)
H (-0.1010, 0.0894, -1.8547)
H (-0.7641, 2.0912, 4.0986)
H (-2.3418, 2.4403, 4.4502)
H (-0.8070, -2.6912, -0.8158)
H (0.6278, -2.7223, -2.8332)
H (1.2731, -0.4362, 1.5081)
C (0.5999, -1.6529, -3.0453)
C (0.4961, 1.2776, 0.3709)
C (-1.0332, -1.6504, -1.0687)
H (0.6338, 1.6506, -0.6669)

--- Q ---
Density functional theory data (ωB97M-V with the def2-TZVPD basis set) for a cluster of 2 separate species, C6H14NO in total.

Spin multiplicity ... 1
M ... 116.18 g mol⁻¹
Total charge ... +1

Geometry (Å):
H (3.6509, 1.1395, -0.0923)
C (0.1791, -0.8136, 0.5580)
H (-1.6795, 2.4061, -0.4737)
H (-0.3446, 1.5270, 0.3069)
H (-1.8749, 1.8231, 1.1585)
H (-1.6656, 0.0854, -1.3203)
H (4.3197, -0.1349, 0.7179)
H (0.7579, -0.6733, 1.4722)
C (-1.4425, 1.5854, 0.1892)
C (-1.9300, 0.1882, -0.2700)
C (-1.2307, -0.8611, 0.6110)
H (0.1665, -1.1512, -1.6143)
H (-1.5201, -1.8598, 0.2285)
H (-3.7602, 0.3209, 0.8533)
N (4.4291, 0.8298, 0.4574)
H (-3.9959, 0.6629, -0.9185)
H (5.3497, 1.0363, 0.1131)
H (-1.5329, -0.8683, 1.6573)
C (-3.4412, 0.0985, -0.1722)
H (-3.7630, -0.9393, -0.2949)
C (0.8391, -0.9410, -0.7748)
O (1.9862, -0.6870, -0.9824)

The relative energies come out as P 29.5; Q 0.0, with values in kJ/mol.